Below is a 8-piece molecular cluster, C54H63Br2N7O5 overall, with properties calculated with the ωB97M-V functional and the def2-TZVPD basis.

Last column: Löwdin charge in e.
Cartesian coordinates (Å):
1 C 4.40 -2.61 1.69  -0.114
2 O 4.27 -3.35 0.49  -0.198
3 C 2.91 -3.59 0.14  -0.251
4 C 2.90 -4.16 -1.26  -0.176
5 C 1.71 -5.06 -1.58  -0.187
6 C 0.33 -4.52 -1.15  -0.168
7 C -0.66 -4.37 -2.35  -0.132
8 C -1.24 -2.97 -2.45  -0.146
9 C -0.52 -2.05 -3.22  0.013
10 C -0.95 -0.74 -3.37  0.018
11 C -2.13 -0.37 -2.74  -0.101
12 C -2.89 -1.27 -1.99  -0.030
13 C -2.44 -2.60 -1.82  -0.158
14 C -3.17 -3.61 -0.98  -0.647
15 Br -4.68 -4.35 -1.99  0.736
16 C -3.45 -3.09 0.46  -0.748
17 C -2.53 -3.82 1.44  -0.147
18 Br -5.26 -3.28 1.13  0.715
19 C -4.16 -0.70 -1.41  -0.304
20 O -5.20 -1.30 -1.41  0.074
21 C -4.05 0.70 -0.91  -0.070
22 C -4.72 1.10 0.24  0.011
23 C -4.58 2.41 0.67  -0.028
24 C -3.75 3.28 -0.04  0.000
25 C -3.08 2.90 -1.19  -0.140
26 C -2.17 3.87 -1.91  -0.094
27 C -0.70 3.48 -1.85  -0.152
28 O -0.32 3.11 -0.51  -0.020
29 C -0.04 1.80 -0.36  -0.357
30 O -0.53 1.11 0.48  0.099
31 C -3.24 1.59 -1.64  -0.033
32 C -2.61 1.03 -2.86  -0.307
33 O -2.50 1.63 -3.90  0.114
34 H 5.22 -2.99 2.29  0.075
35 H 4.56 -1.54 1.51  0.081
36 H 3.50 -2.73 2.30  0.082
37 H 2.37 -2.64 0.21  0.121
38 H 2.47 -4.29 0.86  0.127
39 H 3.80 -4.76 -1.34  0.117
40 H 3.02 -3.37 -2.00  0.116
41 H 1.70 -5.22 -2.65  0.099
42 H 1.87 -6.03 -1.10  0.110
43 H 0.40 -3.57 -0.63  0.101
44 H -0.14 -5.20 -0.44  0.104
45 H -0.11 -4.52 -3.28  0.105
46 H -1.45 -5.10 -2.28  0.103
47 H 0.40 -2.37 -3.70  0.122
48 H -0.42 -0.01 -3.96  0.109
49 H -2.53 -4.47 -0.86  0.046
50 H -3.15 -2.05 0.49  0.086
51 H -2.70 -4.90 1.42  0.084
52 H -2.72 -3.44 2.44  0.068
53 H -1.50 -3.58 1.17  0.076
54 H -5.34 0.39 0.77  0.119
55 H -5.09 2.72 1.57  0.102
56 H -3.64 4.29 0.34  0.111
57 H -2.26 4.83 -1.39  0.120
58 H -2.49 3.99 -2.94  0.125
59 H -0.08 4.31 -2.19  0.129
60 H -0.49 2.65 -2.52  0.108
61 H 0.75 1.41 -1.02  0.152
62 C -5.58 -1.22 -7.31  -0.115
63 C -4.75 -0.20 -6.79  -0.107
64 C -4.34 -0.60 -5.55  -0.128
65 N -4.89 -1.82 -5.30  0.022
66 C -5.65 -2.21 -6.36  -0.141
67 H -6.07 -1.24 -8.27  0.087
68 H -4.48 0.73 -7.27  0.090
69 H -3.70 -0.12 -4.82  0.076
70 H -4.77 -2.35 -4.45  0.107
71 H -6.17 -3.15 -6.36  0.105
72 C 1.05 1.23 3.74  -0.110
73 C 1.85 2.28 4.28  -0.130
74 C 2.20 1.92 5.55  -0.138
75 N 1.63 0.70 5.81  0.006
76 C 0.93 0.27 4.71  -0.131
77 H 0.60 1.19 2.76  0.078
78 H 2.14 3.19 3.78  0.095
79 H 2.79 2.42 6.30  0.108
80 H 1.72 0.20 6.67  0.144
81 H 0.42 -0.67 4.72  0.107
82 C 6.76 -0.41 -0.55  -0.112
83 C 6.94 0.71 -1.41  -0.112
84 C 7.87 1.53 -0.83  -0.146
85 N 8.25 0.95 0.35  -0.002
86 C 7.58 -0.23 0.53  -0.142
87 H 6.10 -1.24 -0.71  0.084
88 H 6.45 0.89 -2.35  0.088
89 H 8.29 2.47 -1.15  0.104
90 H 8.93 1.33 0.99  0.141
91 H 7.75 -0.84 1.40  0.105
92 C 0.61 1.42 -6.49  -0.118
93 C 1.76 1.49 -7.32  -0.113
94 C 1.54 0.65 -8.38  -0.144
95 N 0.31 0.08 -8.22  0.005
96 C -0.27 0.54 -7.07  -0.138
97 H 0.43 1.96 -5.57  0.080
98 H 2.63 2.10 -7.16  0.088
99 H 2.16 0.42 -9.23  0.104
100 H -0.10 -0.59 -8.84  0.144
101 H -1.24 0.20 -6.76  0.103
102 C -3.24 4.19 3.84  -0.129
103 C -2.37 5.12 3.21  -0.138
104 C -1.09 4.75 3.52  -0.133
105 N -1.15 3.64 4.32  0.028
106 C -2.46 3.29 4.51  -0.132
107 H -4.32 4.18 3.80  0.090
108 H -2.65 5.96 2.60  0.093
109 H -0.14 5.18 3.25  0.110
110 H -0.36 3.15 4.70  0.106
111 H -2.72 2.43 5.11  0.109
112 C 5.54 -4.82 4.79  -0.122
113 C 6.80 -5.35 5.19  -0.111
114 C 6.96 -6.55 4.55  -0.142
115 N 5.85 -6.76 3.78  0.004
116 C 4.98 -5.71 3.92  -0.147
117 H 5.11 -3.89 5.10  0.088
118 H 7.51 -4.90 5.87  0.089
119 H 7.76 -7.26 4.58  0.105
120 H 5.69 -7.57 3.20  0.143
121 H 4.05 -5.69 3.39  0.104
122 C -3.55 8.99 6.08  -0.117
123 C -2.55 8.89 7.08  -0.120
124 C -1.96 7.66 6.95  -0.144
125 N -2.58 7.01 5.92  0.017
126 C -3.54 7.81 5.38  -0.147
127 H -4.20 9.83 5.89  0.086
128 H -2.28 9.64 7.81  0.086
129 H -1.17 7.19 7.51  0.102
130 H -2.36 6.08 5.59  0.109
131 H -4.13 7.48 4.55  0.101

**E**: -8002.94586 a.u.
**SMILES**: COCCCCCc1ccc2c(c1[C@H](Br)[C@H](C)Br)C(=O)c1cccc(CCOC=O)c1C2=O.c1cc[nH]c1.c1cc[nH]c1.c1cc[nH]c1.c1cc[nH]c1.c1cc[nH]c1.c1cc[nH]c1.c1cc[nH]c1
**Maximum force**: 0.015 Eh/bohr
**Total charge**: 0
**HOMO energy**: -7.9570 eV